DFT (ωB97M-V/def2-TZVPD) results for a cluster of 4 separate species, C3H13O4 in total in a non-equilibrium geometry.

```
20
Properties=species:S:1:pos:R:3:forces:R:3
C -0.72453 -1.40804 0.33887 1.19 0.25 -0.74
O -0.60194 -0.80783 -0.90210 -0.52 0.20 0.21
C -0.47438 -0.46729 1.57287 -0.82 -0.23 0.00
C -0.53299 1.02871 1.27582 0.31 0.37 0.47
H 0.05025 -2.19723 0.42726 -0.29 -0.21 0.12
H -1.70763 -1.90587 0.42214 -0.04 0.09 0.26
H 0.46324 -0.71232 2.07608 0.07 -0.03 -0.14
H -1.27496 -0.70872 2.28619 0.14 0.07 0.13
H -0.86762 1.58754 2.16065 -0.19 -0.11 -0.09
H -1.18145 1.26444 0.43688 -0.02 0.01 -0.01
H 0.45508 1.45311 1.07346 -0.04 -0.22 -0.35
H 0.58434 0.03037 -1.58501 0.00 -0.35 0.86
H 1.14510 1.41597 -2.00047 0.13 -0.04 0.16
O 1.44033 0.55305 -1.69173 -0.14 0.30 -0.66
H 2.40955 -0.38948 -0.43762 0.41 -0.15 -0.11
H 3.40970 0.06980 0.57775 0.11 -0.10 0.05
O 3.20434 -0.70679 0.04784 -0.34 0.26 0.10
H -1.76446 0.31219 -1.32217 0.19 -0.20 -0.40
H -1.79060 0.66589 -2.78426 -0.13 0.02 0.04
O -2.24137 0.92252 -1.97245 0.00 0.07 0.10
```
Positions in Å, forces in eV/Å.

As for the relative energy (zero: lowest compared OMol25 entry of this formula, charge and spin): 0.264 eV. Its frontier orbital gap is 7.85 eV. Its HOMO energy is -3.91 eV. The total charge is -1.

So, what does the Löwdin scheme give us? The charges, in e, come out as:
1. C -0.393
2. O -0.363
3. C -0.245
4. C -0.125
5. H 0.083
6. H 0.083
7. H 0.081
8. H 0.079
9. H 0.053
10. H 0.051
11. H 0.057
12. H -0.001
13. H 0.028
14. O -0.127
15. H -0.006
16. H 0.014
17. O -0.100
18. H -0.016
19. H 0.003
20. O -0.155

DFT (ωB97M-V/def2-TZVPD) results for a cluster of 4 separate species, C3H13O4S in total in a non-equilibrium geometry.

```
21
Properties=species:S:1:pos:R:3:forces:R:3
C -0.84890 1.14677 -0.16071 0.11 -3.02 2.31
O 0.37005 0.76470 -0.51849 1.50 0.04 -1.58
C -1.20743 0.22142 1.13345 0.29 2.58 -0.57
C -1.23003 -1.27145 0.95373 -1.79 -0.63 2.51
S -0.00951 -2.13759 -0.06629 0.06 -0.83 0.76
H -1.61171 0.90947 -0.90555 -0.49 0.63 -0.40
H -0.84656 2.13765 0.25222 -0.68 1.19 -0.09
H -0.35505 0.46251 1.80804 -1.01 0.11 -0.08
H -2.19513 0.68874 1.45580 0.97 -1.12 0.39
H -2.25070 -1.49019 0.60917 0.36 -0.43 -0.64
H -1.30732 -1.73304 2.04005 0.63 0.64 -1.96
H 0.98423 -1.23029 -0.14571 -0.49 0.03 0.20
H 1.50992 0.87850 0.57916 -1.87 0.10 0.05
H 1.54386 1.00316 2.21539 -1.43 -1.05 1.73
O 1.91277 1.21703 1.40616 3.31 1.52 -1.15
H -1.02451 -0.92613 -1.79521 1.37 0.26 -1.77
H 0.32739 -0.47319 -2.16365 2.08 1.02 1.55
O -0.42001 -0.76558 -2.58760 -4.46 -1.54 -1.26
H 2.63898 0.22741 -0.73528 0.49 0.53 5.43
H 1.49762 0.19602 -1.76886 3.14 1.02 1.44
O 2.52205 0.17408 -1.60583 -2.08 -1.04 -6.88
```
Positions in Å, forces in eV/Å.

As for the relative energy (zero: lowest compared OMol25 entry of this formula, charge and spin): 2.699 eV. Its frontier orbital gap is 7.33 eV. Its HOMO energy is -3.93 eV. The total charge is -1.

So, what does the Löwdin scheme give us? The charges, in e, come out as:
1. C -0.386
2. O -0.411
3. C -0.254
4. C -0.594
5. S 0.744
6. H 0.090
7. H 0.086
8. H 0.078
9. H 0.110
10. H 0.054
11. H 0.087
12. H -0.124
13. H -0.036
14. H -0.035
15. O -0.077
16. H 0.006
17. H -0.100
18. O -0.124
19. H -0.087
20. H 0.047
21. O -0.071

DFT (ωB97M-V/def2-TZVPD) results for a structure of composition C3H14Br2N6O4Pt in a non-equilibrium geometry.

```
30
Properties=species:S:1:pos:R:3:forces:R:3
Pt -12.80040 -4.62963 0.93715 1.65 -1.56 1.59
Br -12.84865 -5.12568 3.66395 0.09 0.34 -0.75
Br -10.30006 -4.72353 0.24916 -0.16 0.00 0.02
C -13.33961 -5.34308 -2.31529 1.49 -0.73 2.31
O -13.39153 -4.91527 -1.19354 -0.46 1.35 1.23
N -12.65212 -6.37365 -2.70124 2.33 -3.43 -1.26
N -14.05326 -4.87329 -3.25732 -3.48 2.46 -3.85
H -11.91640 -6.82358 -2.17552 -0.15 0.36 0.20
H -12.83774 -6.68721 -3.64322 0.60 -0.32 0.38
H -14.72696 -4.16566 -3.00143 0.14 -0.07 -0.58
H -13.94339 -5.26849 -4.18027 -0.59 0.74 0.07
C -13.05134 -7.93921 0.17716 -0.60 2.34 -0.06
O -13.04800 -6.83315 0.69006 -0.66 -0.87 0.76
N -11.95778 -8.60180 -0.06398 4.37 -1.47 0.23
N -14.09624 -8.51321 -0.37929 -2.49 -1.15 -0.89
H -11.87990 -9.54420 -0.41882 -0.34 0.23 0.25
H -11.16671 -8.27341 0.47125 0.19 0.02 -0.20
H -13.87518 -9.33268 -0.92673 -0.92 0.20 0.05
H -15.00493 -8.07268 -0.36169 0.24 -0.32 -0.01
C -15.98098 -5.01249 0.71626 4.14 2.96 0.28
O -14.91695 -4.47329 1.12440 -2.72 -0.81 0.61
N -16.03117 -5.71068 -0.38721 -1.08 -2.37 -2.42
N -17.13938 -4.65810 1.21111 -1.83 0.39 1.35
H -16.95907 -5.77443 -0.78095 0.43 -0.48 -0.35
H -15.23043 -5.96601 -0.94732 0.04 0.54 0.45
H -17.08189 -4.07713 2.03529 -0.48 -0.10 -0.17
H -17.99261 -4.91472 0.73545 0.04 0.23 0.69
O -12.91907 -2.50815 0.76040 0.21 1.78 -0.02
H -13.54796 -1.85502 0.45356 -0.55 -0.14 -0.12
H -12.15163 -1.99867 1.02059 0.54 -0.10 0.19
```
Positions in Å, forces in eV/Å.

As for the relative energy (zero: lowest compared OMol25 entry of this formula, charge and spin): 1.778 eV. As for the spin multiplicity: 3. As for the expectation value of S²: 2.005. Its frontier orbital gap (spin up / spin down) is 5.85 / 6.56 eV. Its HOMO energy (spin up / spin down) is -6.13 / -6.84 eV. The total charge is 0.

So, what does the Löwdin scheme give us? The charges, in e, come out as:
1. Pt 0.686
2. Br -0.334
3. Br -0.246
4. C -0.795
5. O -0.101
6. N 0.209
7. N 0.191
8. H 0.113
9. H 0.114
10. H 0.137
11. H 0.123
12. C -0.739
13. O -0.130
14. N 0.181
15. N 0.180
16. H 0.117
17. H 0.127
18. H 0.111
19. H 0.100
20. C -0.657
21. O -0.171
22. N 0.186
23. N 0.187
24. H 0.116
25. H 0.080
26. H 0.137
27. H 0.116
28. O -0.174
29. H 0.072
30. H 0.063

DFT (ωB97M-V/def2-TZVPD) results for a cluster of 3 separate species, C3H14N2O2 in total in a non-equilibrium geometry.

```
21
Properties=species:S:1:pos:R:3:forces:R:3
C -1.08679 -2.61164 -0.15385 -0.05 1.39 -1.73
C -1.36925 -1.17906 0.03652 -0.51 1.94 -2.57
N -0.56307 -0.25238 -0.78943 0.24 1.14 -0.41
C 0.02883 0.81520 0.01145 1.84 -0.14 3.09
N 0.66791 1.96170 -0.70188 1.25 -0.66 -0.41
H -1.02172 -2.76403 -1.21971 -0.22 -0.80 -0.29
H -1.90065 -3.04200 0.32887 -1.15 -1.83 0.61
H -0.15393 -2.81212 0.28307 1.19 -0.68 0.69
H -2.35023 -0.77625 -0.19393 -0.91 -1.18 -0.06
H -1.31570 -0.98491 1.02776 0.80 1.07 3.30
H -1.21407 0.15797 -1.45353 0.13 0.22 0.00
H 0.76959 0.14673 0.68944 -1.18 1.82 -1.12
H -0.67408 1.33402 0.77342 0.66 -0.99 -1.23
H 1.41804 1.65546 -1.35790 -1.05 -0.14 0.45
H 1.22332 2.61158 -0.09069 -1.31 -1.10 -0.18
H 2.19751 1.67170 4.79945 0.08 -0.06 -1.15
H 0.86429 1.68860 5.24212 -0.60 -0.05 -1.16
O 1.31881 1.64774 4.36813 0.52 0.11 2.29
H 1.42737 -0.47949 -3.25303 -0.12 -0.06 -0.24
H 0.16085 -0.70530 -2.40842 0.67 0.18 -1.70
O 0.48103 -0.62452 -3.37969 -0.27 -0.19 1.81
```
Positions in Å, forces in eV/Å.

As for the relative energy (zero: lowest compared OMol25 entry of this formula, charge and spin): 2.138 eV. As for the SMILES: CCNCN.O.O. Its frontier orbital gap is 9.81 eV. Its HOMO energy is -9.16 eV. The total charge is 0.

So, what does the Löwdin scheme give us? The charges, in e, come out as:
1. C -0.066
2. C -0.298
3. N -0.119
4. C -0.329
5. N -0.020
6. H 0.081
7. H 0.062
8. H 0.068
9. H 0.123
10. H 0.070
11. H 0.112
12. H 0.146
13. H 0.128
14. H 0.064
15. H 0.081
16. H 0.040
17. H 0.047
18. O -0.088
19. H 0.015
20. H 0.012
21. O -0.129

DFT (ωB97M-V/def2-TZVPD) results for a cluster of 3 separate species, C3H14N2O2 in total.

```
21
Properties=species:S:1:pos:R:3:forces:R:3
N 1.77311 -0.77004 -0.84644 -0.06 -0.12 0.19
C 0.91498 -0.20460 0.22614 0.64 -0.04 -0.40
C 0.21005 -1.34682 0.96816 0.62 0.11 -0.15
C -0.04291 0.79555 -0.39130 0.40 -0.40 0.13
N -0.71678 1.54439 0.64294 0.25 0.74 -0.34
H 2.73531 -0.77850 -0.51412 -0.23 -0.09 -0.30
H 1.73840 -0.18737 -1.67216 0.13 0.04 -0.05
H 1.58712 0.37561 0.87122 -0.42 -0.16 0.38
H 0.77636 -2.25386 0.71939 -0.34 0.09 0.35
H -0.82032 -1.46786 0.63446 -0.05 -0.05 -0.08
H 0.21760 -1.17463 2.03987 -0.09 -0.13 0.19
H 0.61735 1.45398 -0.95824 -0.41 0.35 -0.16
H -0.68019 0.22404 -1.08855 -0.11 0.28 0.00
H -1.26306 2.33136 0.30175 0.03 -0.47 0.23
H -1.18907 0.98663 1.32769 -0.39 -0.14 0.00
H -0.99885 -5.82816 -0.33447 0.12 -0.09 0.02
H -1.07688 -5.62871 -1.82945 0.15 -0.11 -0.01
O -0.61248 -6.14424 -1.15891 -0.26 0.20 0.00
H -1.45020 5.85698 1.02935 -0.14 0.19 -0.02
H -0.93854 6.45350 -0.31695 -0.06 -0.37 0.55
O -0.78100 5.76275 0.34962 0.19 0.16 -0.54
```
Positions in Å, forces in eV/Å.

As for the relative energy (zero: lowest compared OMol25 entry of this formula, charge and spin): 0.998 eV. As for the SMILES: C[C@@H](N)CN.O.O. Its frontier orbital gap is 9.71 eV. Its HOMO energy is -8.89 eV. The total charge is 0.

So, what does the Löwdin scheme give us? The charges, in e, come out as:
1. N 0.013
2. C -0.464
3. C -0.070
4. C -0.296
5. N 0.010
6. H 0.070
7. H 0.052
8. H 0.130
9. H 0.071
10. H 0.070
11. H 0.065
12. H 0.109
13. H 0.116
14. H 0.070
15. H 0.055
16. H 0.030
17. H 0.033
18. O -0.064
19. H 0.026
20. H 0.041
21. O -0.067

DFT (ωB97M-V/def2-TZVPD) results for a cluster of 3 separate species, C3H14N2O2 in total in a non-equilibrium geometry.

```
21
Properties=species:S:1:pos:R:3:forces:R:3
N -1.75719 -1.24856 1.92380 -0.28 3.21 -1.27
C -1.26606 -2.27103 1.04389 1.48 -1.30 -2.55
C 0.17183 -1.93357 0.39985 1.63 0.50 3.52
C 0.42296 -0.47931 -0.02553 0.99 -0.11 -1.59
N -0.64769 -0.08697 -1.01110 3.23 0.95 1.32
H -1.62274 -1.19819 2.93660 0.43 -0.51 -0.89
H -1.58216 -0.24050 1.43941 -0.60 -3.35 1.84
H -1.13594 -3.37980 1.40610 -0.71 2.34 -0.01
H -1.94805 -2.35449 0.06684 0.91 0.12 2.23
H 0.39306 -2.68981 -0.34278 0.13 0.08 -0.40
H 1.05262 -1.96017 1.22767 -2.03 -0.85 -1.48
H 0.53421 0.16433 0.90285 -0.56 -0.48 -1.25
H 1.53088 -0.46664 -0.52512 -2.55 0.14 1.00
H -1.15076 0.74437 -0.80478 -0.58 0.22 0.02
H -1.13418 -0.89301 -1.25173 -1.46 -0.92 -0.49
H 3.55391 2.16384 1.24672 0.63 -1.51 1.73
H 3.26296 2.14896 2.74146 0.55 -0.71 -0.35
O 3.74962 1.60752 2.07957 -1.19 2.21 -1.38
H -1.36914 4.55220 -4.74389 -1.91 3.75 -2.11
H -0.06914 3.96966 -4.36050 1.84 0.31 -0.07
O -0.98899 3.85114 -4.34934 0.07 -4.05 2.19
```
Positions in Å, forces in eV/Å.

As for the relative energy (zero: lowest compared OMol25 entry of this formula, charge and spin): 2.844 eV. As for the SMILES: NCCCN.O.O. Its frontier orbital gap is 9.37 eV. Its HOMO energy is -8.69 eV. The total charge is 0.

So, what does the Löwdin scheme give us? The charges, in e, come out as:
1. N -0.052
2. C -0.326
3. C -0.251
4. C -0.318
5. N 0.004
6. H 0.064
7. H 0.120
8. H 0.128
9. H 0.116
10. H 0.082
11. H 0.137
12. H 0.099
13. H 0.132
14. H 0.050
15. H 0.016
16. H 0.074
17. H 0.038
18. O -0.114
19. H -0.031
20. H 0.013
21. O 0.017

DFT (ωB97M-V/def2-TZVPD) results for a cluster of 4 separate species, C3H14NO3 in total in a non-equilibrium geometry.

```
21
Properties=species:S:1:pos:R:3:forces:R:3
C 0.11228 -1.53456 2.39103 1.87 2.23 3.06
C 0.54292 -0.58102 1.32763 -0.92 -0.70 -1.30
C -0.09314 -0.40443 0.12278 2.64 1.07 5.33
N 0.69273 0.32537 -0.82728 2.20 -2.64 -3.06
H 0.21489 -2.47350 2.00235 -0.67 -2.76 -0.74
H 0.82960 -1.55048 3.30733 -0.38 0.24 -1.86
H -0.71735 -1.26551 2.99598 -1.72 -0.21 -0.41
H 1.57053 -0.31732 1.58938 -0.15 0.83 -1.10
H -1.07503 -0.71743 -0.06719 -0.81 -0.14 -0.61
H 0.15814 0.92809 -1.50249 0.21 -0.20 0.99
H 1.53487 0.78636 -0.39011 -1.41 -0.24 -0.45
H 1.06722 -0.54241 -1.42165 -0.53 2.49 0.95
H 1.65961 3.33649 0.96745 2.35 1.59 0.52
H 0.24548 3.16512 0.98473 -0.45 -0.48 -0.14
O 1.04739 2.68993 0.73745 -1.79 -1.13 -0.45
H -1.71443 2.26053 -2.28406 0.90 -0.44 0.65
H -2.26825 1.09541 -1.59238 0.31 -0.39 0.39
O -1.41733 1.55649 -1.65369 -1.68 1.17 -1.34
H -0.67451 -2.61762 -2.36282 -0.70 -0.75 0.34
H -1.19460 -2.97467 -0.88820 -2.84 -2.39 1.47
O -0.61227 -2.53024 -1.40826 3.57 2.84 -2.25
```
Positions in Å, forces in eV/Å.

As for the relative energy (zero: lowest compared OMol25 entry of this formula, charge and spin): 2.380 eV. Its frontier orbital gap is 10.39 eV. Its HOMO energy is -13.33 eV. The total charge is +1.

So, what does the Löwdin scheme give us? The charges, in e, come out as:
1. C -0.085
2. C -0.099
3. C -0.154
4. N 0.122
5. H 0.047
6. H 0.119
7. H 0.071
8. H 0.118
9. H 0.099
10. H 0.112
11. H 0.157
12. H 0.216
13. H 0.018
14. H 0.067
15. O -0.013
16. H 0.106
17. H 0.080
18. O -0.051
19. H 0.070
20. H 0.002
21. O -0.002

DFT (ωB97M-V/def2-TZVPD) results for a cluster of 4 separate species, C3H14NO3S in total in a non-equilibrium geometry.

```
22
Properties=species:S:1:pos:R:3:forces:R:3
C 0.19543 -0.59295 -1.48112 -0.08 0.70 -0.59
C 0.71003 -0.47308 -0.03843 1.49 0.85 1.45
C 0.92285 1.06457 0.37453 2.17 -0.44 1.39
S -0.59016 2.04915 0.44542 -0.12 -0.21 0.71
N -0.22186 -1.10020 0.98711 0.26 0.54 -0.76
H -0.09402 -1.58322 -1.80588 0.11 -0.48 0.41
H 0.97204 -0.30997 -2.25314 -0.70 0.16 1.05
H -0.71018 0.05036 -1.62187 0.86 -0.27 0.12
H 1.76398 -0.90003 0.06302 -1.41 0.05 -0.18
H 1.57296 1.01495 1.48196 -1.80 0.18 -2.87
H 1.64470 1.59991 -0.32087 -0.57 -0.90 0.62
H 0.03144 -0.89017 1.99025 0.16 -0.39 -1.70
H -1.01906 -0.46850 0.84307 -0.26 -0.29 0.31
H -0.85423 0.74643 4.08727 -0.05 0.02 -0.06
H -0.13608 0.85479 2.76076 -0.18 0.77 -0.86
O -0.12848 0.37121 3.58298 0.13 -0.41 1.00
H -0.53115 2.48237 -1.60898 0.16 0.23 -0.96
H 0.73293 2.54560 -2.41312 0.31 0.02 -0.19
O -0.20770 2.64767 -2.56245 -0.43 -0.13 0.89
H -1.01463 -2.93182 -0.16885 0.48 0.12 0.84
H -1.68255 -2.71794 -1.44488 0.04 -0.79 0.10
O -1.35629 -3.45913 -0.89678 -0.57 0.65 -0.71
```
Positions in Å, forces in eV/Å.

As for the relative energy (zero: lowest compared OMol25 entry of this formula, charge and spin): 1.152 eV. Its frontier orbital gap is 7.24 eV. Its HOMO energy is -3.74 eV. The total charge is -1.

So, what does the Löwdin scheme give us? The charges, in e, come out as:
1. C -0.115
2. C -0.493
3. C -0.703
4. S 0.335
5. N -0.011
6. H 0.027
7. H 0.088
8. H 0.063
9. H 0.125
10. H 0.107
11. H 0.036
12. H 0.048
13. H 0.013
14. H 0.039
15. H -0.066
16. O -0.093
17. H -0.109
18. H -0.013
19. O -0.184
20. H -0.017
21. H 0.026
22. O -0.101